## a
2 unconnected molecules or ions with the total composition C6H16S2. Source: the OMol25 dataset; level of theory: wB97M-V/def2-TZVPD.

## Properties
SMILES: CCCS.CCCS
E_HOMO, eV: -8.96
Net charge: 0
Frontier orbital gap, eV: 9.718
Spin multiplicity: 1

Atoms and positions in Å:
1 C -3.0062 -4.7599 1.6280
2 C -1.7954 -3.9997 2.0575
3 C -2.1190 -2.6525 2.6279
4 S -0.6676 -1.8319 3.2321
5 H -3.6105 -4.2268 0.8748
6 H -3.6408 -4.9664 2.5062
7 H -2.6763 -5.7207 1.1985
8 H -1.3595 -4.6415 2.8471
9 H -1.0464 -3.9070 1.2476
10 H -2.6664 -2.0106 1.9112
11 H -2.7899 -2.8461 3.4869
12 H -1.4021 -0.7271 3.4819
13 C 1.1065 4.1582 -2.0620
14 C 1.7848 3.1082 -2.9061
15 C 3.2096 2.7160 -2.2191
16 S 4.2613 4.2402 -2.2526
17 H 0.0488 4.3264 -2.3258
18 H 1.6685 5.0883 -2.2511
19 H 1.1676 3.9228 -0.9862
20 H 1.1359 2.2113 -2.9122
21 H 2.0346 3.3500 -3.9570
22 H 3.1453 2.4063 -1.1583
23 H 3.6062 1.8589 -2.7966
24 H 3.6110 4.9035 -1.2729

***

## b
2 unconnected molecules or ions with the total composition C6H16S2. Source: the OMol25 dataset; level of theory: wB97M-V/def2-TZVPD.

## Properties
SMILES: CCCC.CSSC
E_HOMO, eV: -7.97
Net charge: 0
Frontier orbital gap, eV: 8.618
Spin multiplicity: 1

Atoms and positions in Å:
1 C -1.8306 -0.2718 -0.2818
2 C -0.7185 -0.6338 -1.2481
3 C -0.6882 0.2805 -2.4712
4 C 0.6631 0.2428 -3.1914
5 H -1.6203 0.7019 0.1728
6 H -1.9637 -1.0182 0.4953
7 H -2.8037 -0.1617 -0.7727
8 H -0.7795 -1.6753 -1.5793
9 H 0.2288 -0.6000 -0.7024
10 H -1.4647 -0.0052 -3.1851
11 H -0.8878 1.3095 -2.1565
12 H 0.5598 0.7132 -4.1699
13 H 1.0721 -0.7596 -3.3489
14 H 1.4183 0.7489 -2.5847
15 C 0.3235 2.1909 2.2346
16 S 1.2865 0.7765 1.6546
17 S 0.1626 -0.7368 2.4782
18 C 1.4515 -1.9724 2.8689
19 H -0.7321 1.9390 2.2460
20 H 0.7187 2.5448 3.1852
21 H 0.4739 2.9950 1.5112
22 H 2.4309 -1.4972 2.8784
23 H 1.2811 -2.3717 3.8662
24 H 1.4181 -2.7391 2.1005

***

It is a that is the least stable of them.

***

## a
A gas-phase ion, C6H8N4O (charge +2). Source: the OMol25 dataset; level of theory: wB97M-V/def2-TZVPD.

## Properties
E_HOMO (alpha / beta), eV: -18.26 / -18.37
Net charge: +2
Frontier orbital gap (alpha / beta), eV: 6.230 / 6.649
Spin multiplicity: 1

Atoms and positions in Å:
1 C 1.4587 -1.2541 -0.1738
2 C 0.5687 1.0550 0.2038
3 C -3.9517 -0.0720 -0.1568
4 C 1.6490 0.1354 0.0500
5 C -1.8148 0.3262 0.0386
6 C 3.0226 0.6323 0.1828
7 N -0.6936 0.9616 0.0515
8 N -3.3125 -1.1774 0.1977
9 N -3.0305 0.8909 -0.3049
10 N -2.0802 -0.9898 0.3273
11 O 2.4683 -2.0274 -0.1296
12 H 0.4542 -1.6420 -0.3410
13 H 0.8835 2.0719 0.4732
14 H -5.0112 0.0174 -0.3291
15 H 3.6885 0.1582 -0.5445
16 H 3.4589 0.3338 1.1513
17 H 3.1029 1.7131 0.1213
18 H -3.2063 1.8597 -0.5659
19 H 2.3455 -2.9928 -0.2518

***

## b
A gas-phase ion, C6H8N4O (charge +2). Source: the OMol25 dataset; level of theory: wB97M-V/def2-TZVPD.

## Properties
E_HOMO (alpha / beta), eV: -17.13 / -16.89
Net charge: +2
Frontier orbital gap (alpha / beta), eV: 6.897 / 6.693
Spin multiplicity: 1

Atoms and positions in Å:
1 C 0.9767 -1.3346 -0.3391
2 C 3.4235 -1.1973 0.0132
3 C 0.5268 0.0339 -0.2276
4 C -0.9399 0.3356 -0.4015
5 C -4.1941 -0.8205 0.2312
6 C 1.4044 2.3742 0.2363
7 N -1.8509 -0.7654 -0.1354
8 N -3.0034 -0.6587 0.1239
9 N 2.3124 -1.7146 -0.0540
10 N 1.2076 1.0133 0.2865
11 O -1.4210 1.3850 -0.6599
12 H 0.3259 -2.0790 -0.5351
13 H 3.8114 -0.2830 -0.0074
14 H -4.7548 -0.7051 1.2341
15 H -4.9000 -1.0155 -0.5053
16 H 2.1154 2.6013 -0.5852
17 H 0.4762 2.9161 0.2636
18 H 2.1048 2.6476 1.0275
19 H 2.3788 -2.7334 0.0343

***

It is b that is the least stable of them.

***

## a
A molecular structure, C3H6S3. Source: the OMol25 dataset; level of theory: wB97M-V/def2-TZVPD.

## Properties
E_HOMO, eV: -8.74
Net charge: 0
Frontier orbital gap, eV: 8.224
Spin multiplicity: 1

Atoms and positions in Å:
1 C 2.3250 0.8505 0.1094
2 C -0.0488 -0.1884 -0.0930
3 C -2.6147 -1.0057 0.0027
4 H 1.5597 1.1608 1.0171
5 H 3.3742 0.9157 0.6004
6 H 2.0950 1.4980 -0.8991
7 H -0.3355 0.2123 0.8818
8 H -0.5139 0.2056 -1.0042
9 H -3.4816 -1.6272 -0.1041
10 S 1.5230 -0.8996 -0.3471
11 S -0.9687 -1.7708 0.0286
12 S -2.9137 0.6488 -0.1926

***

## b
A single C3H6S3 molecule. Source: the OMol25 dataset; level of theory: wB97M-V/def2-TZVPD.

## Properties
SMILES: S=C(CS)CS
E_HOMO, eV: -8.92
Net charge: 0
Frontier orbital gap, eV: 8.327
Spin multiplicity: 1

Atoms and positions in Å:
1 S -1.8567 -0.9543 0.6531
2 C -0.4527 -0.2609 0.2316
3 C 0.4183 -0.6984 -0.9282
4 S 1.6719 -1.6998 -0.1048
5 C 0.0227 1.1160 0.7619
6 S -0.1055 2.4612 -0.4157
7 H 0.9003 0.0883 -1.4491
8 H -0.1329 -1.2688 -1.6827
9 H 2.5595 -1.4560 -1.0872
10 H 1.0244 1.2293 1.1240
11 H -0.6184 1.3736 1.6244
12 H 0.9823 2.1806 -1.0419

***

It is a that is the least stable of them.

***

## a
2 unconnected molecules or ions with the total composition C5H7Cl. Source: the OMol25 dataset; level of theory: wB97M-V/def2-TZVPD.

## Properties
E_HOMO (alpha / beta), eV: -8.01 / -8.14
Net charge: 0
Frontier orbital gap (alpha / beta), eV: 7.900 / 7.922
Spin multiplicity: 1

Atoms and positions in Å:
1 C 0.1681 1.0753 0.0505
2 C 0.6791 1.8780 -0.8792
3 C 0.0464 0.4310 1.4264
4 C -0.8532 0.1143 0.2205
5 C -0.0311 -1.9781 -0.5305
6 Cl -2.4922 -0.1356 -0.0523
7 H 0.1827 1.7809 -1.8890
8 H 1.5307 2.5145 -0.6212
9 H 0.7731 -0.3343 1.6771
10 H -0.1373 1.0645 2.3532
11 H 0.9416 -1.7176 -0.1730
12 H -0.0895 -1.9681 -1.5298
13 H -0.7184 -2.7247 -0.0526

***

## b
A single C5H7Cl molecule. Source: the OMol25 dataset; level of theory: wB97M-V/def2-TZVPD.

## Properties
SMILES: C/C=C\C=C/Cl
E_HOMO, eV: -8.88
Net charge: 0
Frontier orbital gap, eV: 9.795
Spin multiplicity: 1

Atoms and positions in Å:
1 C -1.7363 -1.2640 0.5443
2 C -1.8785 -0.0987 -0.3669
3 C -1.1225 1.0658 -0.4951
4 C 0.0322 1.5506 0.3227
5 C 1.1729 0.7768 0.4292
6 Cl 1.6937 -0.7343 -0.2528
7 H -2.6900 -1.3794 1.0656
8 H -0.8796 -1.1591 1.2343
9 H -1.6493 -2.2999 -0.1683
10 H -2.5779 -0.2873 -1.1167
11 H -1.3129 1.8241 -1.2198
12 H -0.3799 2.3808 0.8789
13 H 1.8910 1.2211 1.0182

***

## c
A single C5H7Cl molecule. Source: the OMol25 dataset; level of theory: wB97M-V/def2-TZVPD.

## Properties
SMILES: C=C(C)C(=C)Cl
E_HOMO (alpha / beta), eV: -8.52 / -8.52
Net charge: 0
Frontier orbital gap (alpha / beta), eV: 8.452 / 8.452
Spin multiplicity: 1

Atoms and positions in Å:
1 C -0.4111 1.7411 0.3139
2 C -0.2976 0.2131 -0.2928
3 C -1.5746 -0.4467 -0.7316
4 C 0.9815 -0.5539 -0.0667
5 C 1.8184 -0.7658 0.9855
6 Cl 1.3135 -1.6056 -1.4165
7 H -1.3712 2.2231 0.3412
8 H 0.5421 2.2905 0.4175
9 H -2.3164 0.0101 -0.1666
10 H -1.3744 -1.4597 -0.2206
11 H -1.6607 -0.2589 -1.8446
12 H 2.6730 -1.3233 0.8698
13 H 1.6774 -0.0641 1.8116

***

## d
A single C5H7Cl molecule. Source: the OMol25 dataset; level of theory: wB97M-V/def2-TZVPD.

## Properties
SMILES: C=C/C(Cl)=C\C
E_HOMO, eV: -8.89
Net charge: 0
Frontier orbital gap, eV: 9.596
Spin multiplicity: 1

Atoms and positions in Å:
1 C 1.4259 1.7323 -0.2947
2 C 0.3283 1.2815 0.3596
3 C -0.2344 -0.0839 0.1423
4 Cl -1.9881 -0.1077 -0.0787
5 C 0.4307 -1.2524 -0.0755
6 C 1.9401 -1.3276 0.1163
7 H 2.1065 1.1566 -0.9260
8 H 1.7105 2.7912 -0.2452
9 H -0.2226 1.9873 0.9818
10 H -0.1085 -2.1368 -0.4112
11 H 2.2217 -2.3554 0.4576
12 H 2.2084 -0.4930 0.8022
13 H 2.5385 -1.2180 -0.8079

***

It is a that is the least stable of them.